(1)
Molecular formula: C61H168N26O27
Method: DFT, the ωB97M-V functional and the def2-TZVPD basis

Calculated values
Frontier orbital gap (eV): 8.25
Highest occupied orbital energy (eV): -8.45
Net charge: 0

CARTESIAN COORDINATES (ANGSTROEM)
O (-8.4332, 6.3699, -11.9344)
O (8.1104, 1.8897, -4.7020)
O (4.6064, -5.1722, -0.6984)
O (3.6531, -5.1512, 10.1568)
O (-5.8404, -7.6571, -0.2327)
O (-2.8444, 3.3330, -13.5746)
O (-1.2761, -0.4580, -5.5732)
O (-5.7439, -5.8208, -7.0874)
O (-1.2318, -9.8668, 3.9300)
O (5.9253, -1.8930, -6.9657)
O (0.8496, 1.9712, 10.4639)
O (2.1334, 3.2181, -2.9564)
O (-2.1636, -6.7961, -2.8329)
O (9.4952, -2.6056, 4.6746)
O (2.4393, 4.0796, -7.2176)
O (-4.6071, 3.7340, -4.6548)
O (3.6140, 3.0876, 15.0274)
O (-5.9417, 0.6136, -11.9038)
O (-9.7035, 1.4985, -1.7795)
O (-0.2058, -2.2847, 0.4181)
O (4.3045, 3.0123, 6.4088)
O (0.1299, -4.9207, -10.9149)
O (-6.2675, -1.1671, 4.6385)
O (-8.6146, -1.9028, 9.5840)
O (9.7955, 1.1195, 4.5972)
O (-1.7187, -4.8185, 6.4616)
O (2.6704, 7.6609, 10.7906)
N (5.1908, 5.7862, 8.6142)
N (-6.5996, -1.0306, 7.5674)
N (-3.6319, -4.1429, 7.2542)
N (-0.9454, -1.5540, -2.6481)
N (-0.2652, -6.3111, -3.7355)
N (-0.7066, -5.5864, -9.0287)
N (10.9156, -0.9759, 6.1758)
N (-0.8094, -8.3348, -3.7784)
N (-5.3307, 5.1185, -6.1862)
N (1.4591, 5.5533, -4.7362)
N (1.1832, 2.5742, 13.8466)
N (-7.9103, 1.1882, -3.0513)
N (-6.4687, -1.5773, -11.9239)
N (-4.9386, 5.2470, -12.8121)
N (-8.4438, 3.2677, -2.6295)
N (4.9004, -0.1809, -4.5501)
N (2.4797, -5.4170, 8.2392)
N (-7.8999, -5.4421, -6.8477)
N (-4.0707, 3.5773, -6.7710)
N (-2.0880, -4.8874, -10.5417)
N (-2.9736, -3.4952, 5.2462)
N (5.7246, -3.5030, -1.6744)
N (1.4916, -4.5961, 10.0050)
N (-6.6735, -5.5911, -5.0941)
N (-4.6886, -0.8300, -12.8922)
N (3.5790, -3.4144, -1.4561)
C (1.2232, 3.6997, 14.7543)
C (-5.9804, 0.0010, 5.3256)
C (6.1789, 0.2515, -5.0681)
C (4.4628, 4.6438, 8.1450)
C (-1.6127, 2.6851, -13.3805)
C (8.4224, -3.0322, 3.8385)
C (-5.7155, -0.5436, -12.1729)
C (3.2485, 7.1076, 9.5866)
C (4.6605, -4.0665, -1.2373)
C (0.7254, 5.2738, -5.9492)
C (8.3104, 2.1782, -6.0764)
C (-2.7721, 4.7407, -13.7829)
C (0.8809, -2.4802, 1.3631)
C (-1.2500, -0.3905, -7.0142)
C (6.4272, -3.0241, -7.5312)
C (4.5632, 6.3367, 9.8082)
C (1.6667, 5.3102, -7.1467)
C (4.8241, 3.2199, 15.7440)
C (0.6066, 5.1429, -3.6210)
C (-6.7104, -5.5604, -6.3777)
C (-5.1477, -6.1852, 1.4325)
C (-6.7736, -1.1782, 3.2730)
C (-5.8727, 0.0240, 6.8811)
C (1.4166, 8.3535, 10.5766)
C (-4.1389, 5.3499, -14.0811)
C (-2.7790, -4.2681, 6.2670)
C (9.1734, -2.7252, 6.0554)
C (3.2831, 3.9979, -8.4044)
C (0.9517, 0.8569, 9.5769)
C (-4.7092, 4.0833, -5.8076)
C (4.0669, -0.6772, -5.6814)
C (-6.3230, -6.6148, 0.5666)
C (5.1734, 3.9649, 6.9714)
C (6.7716, 1.5153, -4.4081)
C (2.4382, 3.5328, 15.7500)
C (0.8136, 3.7072, -3.1989)
C (10.5040, -2.2978, 6.6428)
C (-0.6210, -8.7806, 3.3108)
C (-9.2476, -3.1819, 9.6237)
C (-2.1090, -1.5437, -3.5868)
C (-7.2170, -1.9814, 9.8104)
C (-1.1485, -7.1381, -3.3593)
C (-8.7939, 1.9856, -2.4648)
C (9.9035, 2.0847, 3.5704)
C (-0.1377, -9.0711, 1.9078)
C (4.7862, 2.3760, 5.2362)
C (-8.4882, 7.7257, -11.9460)
C (10.2249, 0.1595, 6.7978)
C (-0.3477, -1.0036, -0.2221)
C (0.3232, 1.6200, 11.7329)
C (2.8171, 3.8413, -1.8345)
C (-1.4045, -1.2009, -1.2780)
C (-6.2477, 5.7982, -13.0468)
C (-1.7959, -1.6996, -5.1038)
C (2.6087, -5.0445, 9.5150)
C (-6.4970, -0.8778, 9.0548)
C (-7.0754, 5.7854, -11.7809)
C (10.4085, 1.4084, 5.8651)
C (-0.8314, -5.0774, -10.2171)
C (4.5974, -1.9552, -6.4448)
C (0.3512, 2.8503, 12.6734)
H (1.5454, -4.3844, 10.9911)
H (-2.1403, -0.5469, -7.6232)
H (5.4360, 6.3514, 7.8138)
H (-4.8073, -0.1514, 7.0297)
H (-0.2179, -0.9320, -2.9706)
H (-5.4699, -5.3224, 2.0153)
H (-2.6667, -2.0257, -5.6725)
H (-0.2273, 5.7763, -6.1166)
H (0.8365, -3.5049, 1.7322)
H (0.4638, 3.0738, -4.0140)
H (0.5203, -8.2548, 1.6100)
H (-2.2455, 5.2564, -12.9799)
H (-8.8096, -3.9684, 9.0091)
H (0.9631, 1.2936, 8.5783)
H (-2.7893, -5.0534, -9.8340)
H (-5.2382, 5.4588, -7.1326)
H (-4.0985, -0.0350, -13.0916)
H (-4.3432, 3.9582, -7.6658)
H (1.5992, -5.2085, 7.7905)
H (11.4736, 1.5329, 5.6699)
H (-5.0059, -7.0161, 2.1237)
H (-1.4733, -9.0475, -3.5111)
H (0.6236, -0.6841, -0.5997)
H (3.4968, 4.8861, 7.7020)
H (4.8364, 2.4807, 16.5449)
H (2.6537, 3.8180, -9.2760)
H (-4.3673, -3.4572, 7.1591)
H (10.5901, 0.2914, 7.8163)
H (-7.3828, -1.4530, -11.5129)
H (4.5568, 0.6639, -4.1162)
H (4.4347, 5.5547, 10.5566)
H (7.6756, 2.8378, -6.6681)
H (-7.5031, 3.4396, -2.9546)
H (-3.8655, -3.0285, 5.1628)
H (0.5841, -6.6774, -4.1414)
H (-0.4384, 5.3412, -3.8594)
H (2.7065, -3.7964, -1.1202)
H (0.6643, -1.8528, 2.2277)
H (2.1899, 6.2662, -7.1693)
H (9.3194, 2.5883, -6.1200)
H (-8.0503, 0.2021, -2.8843)
H (-4.4221, -1.7786, -13.1142)
H (-2.7401, -2.3905, -3.3170)
H (8.9084, -3.7286, 6.3887)
H (-0.9758, -9.1557, 1.2161)
H (0.7444, -4.2704, 9.4085)
H (-6.2782, -2.3711, -12.5187)
H (-6.8722, -2.1320, 10.8334)
H (0.4716, -9.9722, 1.9769)
H (3.9647, 0.1569, -6.3756)
H (-0.7103, 0.4908, -7.3609)
H (-6.2204, 6.8061, -13.4610)
H (11.2212, -3.0819, 6.3999)
H (1.9112, -2.4588, 1.0079)
H (-4.0261, 6.3745, -14.4354)
H (5.7218, 3.0204, 15.1587)
H (5.4364, 4.7163, 6.2269)
H (2.4589, 6.5177, 9.1214)
H (-6.7841, -5.8356, -0.0403)
H (-3.3745, -4.6504, 8.0886)
H (-5.8133, -5.8186, -4.6160)
H (-2.1843, -3.4588, 4.6172)
H (5.3229, 6.9795, 10.2530)
H (-0.2305, -5.3642, -3.3860)
H (-0.5903, -1.1218, -7.4812)
H (-7.1225, -7.0303, 1.1800)
H (6.0909, 3.4790, 7.3034)
H (-0.6809, 3.1031, 12.9162)
H (7.1927, -2.8348, -8.2838)
H (-7.5864, -0.9197, 7.3830)
H (0.2184, -5.8981, -8.7693)
H (2.4321, 3.5604, -0.8542)
H (-9.5325, 8.0287, -11.8717)
H (-0.5472, -0.2749, 0.5636)
H (6.1148, 0.4418, -6.1395)
H (5.3762, 3.0064, 4.5709)
H (-6.7178, 0.7436, 5.0209)
H (2.2368, 4.9089, -4.7291)
H (-0.6946, 1.2590, 11.5848)
H (-5.4553, -0.8838, 9.3759)
H (-1.7564, 1.6073, -13.3047)
H (0.0499, 0.2447, 9.5879)
H (-2.0925, -0.3558, -1.3019)
H (2.6350, 4.4576, 16.2923)
H (6.7532, -3.7855, -6.8227)
H (-1.0720, 3.1080, -12.5339)
H (0.7779, 0.7285, 12.1649)
H (10.3453, -2.4546, 7.7097)
H (-5.0098, -7.2806, -0.5327)
H (3.8290, 3.4362, -1.8400)
H (5.5242, 1.6424, 5.5606)
H (9.0516, 2.7611, 3.6398)
H (3.9972, 3.1779, -8.3287)
H (6.9336, -0.5347, -5.0494)
H (9.1961, -0.1904, 6.8829)
H (10.7746, 2.7294, 3.6869)
H (3.0902, -0.9363, -5.2725)
H (-6.8679, -2.1989, 2.9024)
H (1.3369, 9.1811, 9.8717)
H (10.0070, 2.3342, 6.2773)
H (-6.8459, -2.9200, 9.3986)
H (-5.8442, 5.7717, -5.6120)
H (-7.3539, 4.7560, -11.5554)
H (-2.6619, -0.6043, -3.5983)
H (-7.7508, -0.6994, 3.2109)
H (0.7631, 3.6885, 12.1113)
H (-2.1462, 4.9342, -14.6541)
H (0.8349, 5.8098, -2.7896)
H (8.3616, -4.1103, 3.9867)
H (-6.8178, 5.2161, -13.7709)
H (6.1306, 2.3926, -4.4951)
H (0.3309, 3.8088, 15.3709)
H (-1.5526, -5.6330, -8.4789)
H (0.4535, 4.2263, -6.0791)
H (-7.1758, 1.5071, -3.6668)
H (4.2160, 3.9074, 8.9098)
H (-0.9674, 2.7465, -14.2568)
H (1.3143, 4.6304, 14.1943)
H (3.4726, 7.9251, 8.9014)
H (-5.9898, -0.6214, 2.7594)
H (1.8196, 0.2174, 9.7378)
H (-2.4412, -4.7778, -11.4815)
H (-9.0271, -3.5813, 10.6136)
H (2.0937, 2.8039, 16.4836)
H (4.5282, -2.8303, -5.7986)
H (6.6838, 1.2222, -3.3619)
H (-1.1108, -2.5460, -5.1542)
H (0.2739, -8.4776, 3.8542)
H (3.5844, -2.4729, -1.8217)
H (-5.0814, 0.3148, 4.7953)
H (-8.1829, 8.1534, -12.9010)
H (-7.4333, -5.0829, -4.6647)
H (-4.2121, -6.0030, 0.9039)
H (3.1951, -5.9245, 7.7385)
H (1.0730, 5.2826, -8.0603)
H (-8.8509, 3.9776, -2.0374)
H (-6.9369, 0.0805, 9.3311)
H (-4.5637, 4.8177, -14.9322)
H (8.6002, -2.6625, 2.8286)
H (-3.6730, 2.6573, -6.6463)
H (-2.0351, -2.0300, -0.9571)
H (6.6117, -3.9858, -1.6742)
H (-1.3330, -7.9583, 3.2404)
H (10.0365, 1.6940, 2.5616)
H (-5.1384, 4.2693, -12.6565)
H (-7.9740, -5.6232, -7.8386)
H (-10.3275, -3.2744, 9.5079)
H (-6.1459, 0.9813, 7.3249)
H (2.1489, 2.5779, 13.5507)
H (4.0233, 1.7975, 4.7152)
H (-6.6709, 6.1939, -10.8549)
H (3.9134, 4.8859, -8.3571)
H (1.2116, 8.7771, 11.5598)
H (8.4270, 1.2465, -6.6300)
H (4.9684, 4.2179, 16.1580)
H (-8.7087, -5.1465, -6.3199)
H (3.8228, -1.9039, -7.2099)
H (8.2975, -2.1560, 6.3669)
H (5.6186, -3.3852, -8.1668)
H (5.6035, -2.7375, -2.3220)
H (2.7826, 4.9306, -1.8164)
H (-1.3707, -9.6423, 4.8530)
H (-0.1243, -8.5050, -4.5008)
H (0.1357, 3.4334, -2.3904)
H (10.4610, -0.7880, 5.2936)
H (-7.8668, 8.1665, -11.1665)
H (0.6181, 7.6622, 10.3072)
H (7.4274, -2.6306, 4.0303)



(2)
Molecular formula: C61H34BaF5N13O3S2
Method: DFT, the ωB97M-V functional and the def2-TZVPD basis

Calculated values
Energy relative to the best compared isomer or geometry (same formula, charge and spin) (eV): 0.000
Frontier orbital gap (alpha / beta) (eV): 4.15 / 4.15
Highest occupied orbital energy (alpha / beta) (eV): -1.59 / -1.59
Net charge: -2

CARTESIAN COORDINATES (ANGSTROEM)
Ba (-0.0280, 0.2138, 1.5116)
S (-2.3550, -1.8596, 2.8172)
S (-5.8104, -4.0339, 3.2914)
F (5.8714, -0.7272, 1.5831)
F (4.7194, -2.5472, 1.4265)
F (2.3866, -1.0309, 1.6519)
F (4.4118, -0.9814, 0.0036)
F (3.6605, -1.2911, 3.3740)
O (-6.7478, -4.0640, 2.1841)
O (1.7341, -5.3288, -11.0072)
O (-5.8870, -5.1472, 4.2022)
N (-1.2421, -0.3794, -1.2855)
N (3.6617, 0.7952, 2.4930)
N (2.2057, 1.6996, 0.7170)
N (1.3008, 2.8946, -1.2296)
N (-0.1475, 2.0569, 5.2551)
N (1.5682, 1.3094, 3.6133)
N (-0.5401, 2.6814, 0.3549)
N (1.1888, -3.9622, -4.6632)
N (0.2365, -2.3270, -0.0697)
N (-1.1677, 2.2520, 3.0107)
N (-4.2800, -3.7029, 2.7556)
N (0.2262, -2.2195, -5.5992)
N (-2.6531, 3.2094, 1.3751)
C (2.2918, 2.4425, -0.4050)
C (1.5739, -4.2624, -1.5094)
C (-4.3612, 3.4962, 6.1740)
C (0.8931, -3.2575, -2.1867)
C (2.0533, -5.5288, -8.6218)
C (1.0604, -3.9516, -7.1600)
C (0.6426, -3.8267, -9.5763)
C (3.3753, 1.9855, 7.7930)
C (4.6548, -1.2017, 1.2729)
C (5.7472, 2.6373, 0.6137)
C (6.3331, 3.3648, -0.3821)
C (-3.1055, 5.1540, -2.6018)
C (1.5948, -4.2808, -0.1263)
C (1.5179, -4.9002, -9.7393)
C (0.8126, -3.3683, -5.8345)
C (3.6089, -0.5888, 2.2275)
C (-4.8070, -0.4693, 4.4096)
C (4.5828, 1.7287, 7.0859)
C (0.4379, -3.3375, -8.2709)
C (-1.9945, 0.5634, -1.8614)
C (-3.0136, 3.0707, 6.1208)
C (3.4435, 1.6349, 1.3053)
C (-3.1593, 3.1875, 3.7208)
C (1.1019, 1.6298, 4.8566)
C (-2.1268, 3.7684, -0.9398)
C (-1.1373, 2.3524, 4.4305)
C (-1.9133, 5.1144, -3.3385)
C (4.5613, 1.4661, 5.6913)
C (4.2540, 3.6287, -1.5953)
C (0.7985, -3.1390, -3.6372)
C (-1.3341, -0.1303, -4.0548)
C (-7.1071, -2.0489, 4.8398)
C (2.1599, 1.6794, 5.7425)
C (-3.8897, -2.5308, 3.1250)
C (2.4405, -6.5463, -11.2160)
C (-3.2395, 4.4574, -1.4079)
C (2.1687, 1.9997, 7.1215)
C (0.0455, 3.0288, -0.8443)
C (1.8668, -5.0675, -7.3403)
C (5.6048, 3.8859, -1.4951)
C (0.9139, -3.2565, 0.5369)
C (0.2208, -2.2689, -1.4126)
C (-1.8035, 3.1557, 0.3316)
C (-0.5229, -1.1904, -2.0673)
C (3.6468, 2.8891, -0.5957)
C (-5.9003, 0.0202, 5.1102)
C (-0.8179, 4.3388, -2.9305)
C (-4.4971, 3.5814, 3.7302)
C (-2.0328, 0.7521, -3.2670)
C (4.3780, 2.3561, 0.5256)
C (-7.0172, -0.7604, 5.3492)
C (-5.0864, 3.7520, 4.9992)
C (3.3526, 1.3974, 5.0383)
C (0.1641, -2.0855, -4.2456)
C (-2.4190, 2.8693, 4.8788)
C (2.8939, 1.1463, 3.6959)
C (-4.8976, -1.7401, 3.9044)
C (-0.5660, -1.1008, -3.4802)
C (-6.0329, -2.5032, 4.1204)
C (-0.9307, 3.6882, -1.7152)
C (-2.2895, 2.8453, 2.6100)
H (2.3410, -6.7863, -12.2860)
H (0.9307, -3.2683, 1.6296)
H (2.7082, -6.4155, -8.8248)
H (-5.8786, 1.0420, 5.4638)
H (-1.3655, -0.0379, -5.0993)
H (1.5519, -4.8844, -4.5003)
H (2.1652, -5.0292, 0.4465)
H (-0.1470, -2.4347, -8.1453)
H (5.5083, 1.7978, 7.6622)
H (2.4540, -5.4222, -6.5259)
H (-7.7778, -0.3079, 5.9405)
H (6.1367, 4.4378, -2.2808)
H (-5.0882, 3.7913, 2.8640)
H (7.4092, 3.5702, -0.3170)
H (-2.4879, 2.8001, 7.0465)
H (-6.1525, 3.9807, 5.1421)
H (3.4919, -6.4449, -10.9719)
H (1.9375, -7.3780, -10.6664)
H (3.4350, 2.1262, 8.8663)
H (-4.8821, 3.5794, 7.0919)
H (6.3340, 2.3438, 1.4666)
H (-2.5151, 1.2037, -1.1702)
H (2.1389, -4.9925, -2.0536)
H (-1.8740, 5.6893, -4.2410)
H (-3.9397, 0.1533, 4.2741)
H (-2.5548, 1.5546, -3.6906)
H (0.0918, 4.2804, -3.4977)
H (5.5079, 1.3214, 5.1905)
H (0.1698, -3.3386, -10.4119)
H (1.2266, 2.2542, 7.6368)
H (3.7328, 3.9268, -2.5264)
H (-8.0306, -2.6466, 5.0016)
H (-4.1533, 4.5340, -0.8171)
H (-3.9308, 5.7638, -2.9651)